(a)
This record from the Open Molecules 2025 dataset describes an isolated ion of composition BrHNO3S and charge -1. The level of theory is the ωB97M-V functional and the def2-TZVPD basis.

Bonds (Å) are listed after each position.
Atoms and positions in Å:
1 Br 0.224 -1.858 -1.428  N6 1.817
2 S -0.406 0.739 0.216  O3 1.452, O4 1.451, O5 1.457, N6 1.817
3 O -0.006 1.000 1.587  S2 1.452
4 O -1.812 0.463 -0.011  S2 1.451
5 O 0.230 1.550 -0.813  S2 1.457
6 N 0.344 -0.913 0.119  Br1 1.817, S2 1.817, H7 1.104
7 H 1.425 -0.981 0.330  N6 1.104

Calculated values
net charge	-1
E_HOMO	-4.971	eV
HOMO-LUMO gap	8.324	eV

***

(b)
This record from the Open Molecules 2025 dataset describes a 2-piece molecular cluster, BrHNO3S overall. The level of theory is the ωB97M-V functional and the def2-TZVPD basis.

Bonds (Å) are listed after each position.
Atoms and positions in Å:
1 Br 1.203 -2.102 -0.494  S2 2.771, N6 1.768
2 S -1.488 -1.439 -0.473  Br1 2.771, O3 1.452, O4 1.448, O5 1.446, N6 1.751
3 O -1.587 -2.888 -0.473  S2 1.452
4 O -1.242 -0.831 -1.764  S2 1.448
5 O -2.480 -0.766 0.336  S2 1.446
6 N -0.012 -1.220 0.442  Br1 1.768, S2 1.751
7 H 0.355 0.432 0.121  no bonds

Calculated values
net charge	-1
E_HOMO (alpha / beta)	-5.191 / -5.191	eV
HOMO-LUMO gap (alpha / beta)	8.037 / 8.036	eV

***

Result of the stability comparison: (b) is the least stable of them.